Record 1
# C20H23AuN6PTe

A structure of composition C20H23AuN6PTe in a non-equilibrium geometry (the ωB97M-V functional and the def2-TZVPD basis, the Open Molecules 2025 dataset).

Structure (XYZ):
```
52
Properties=species:S:1:pos:R:3:forces:R:3
Au 0.377541 0.318627 0.317358 0.06 0.01 -0.07
C -3.838576 -1.736935 1.509137 -2.76 -0.46 1.89
N -2.817745 -1.852785 0.587267 3.30 -2.07 -3.38
C -1.943823 -3.009885 0.510896 -1.94 1.31 1.21
C -1.298927 -2.964004 -0.665533 1.02 2.09 -1.59
N -1.670904 -1.749846 -1.361425 -0.61 -1.08 1.14
C -2.642688 -1.213632 -0.622848 1.64 0.12 1.08
P -3.302469 0.508266 -0.841487 0.33 0.11 -0.47
C -2.498521 1.621672 0.391790 1.44 -0.24 -0.28
N -1.190012 1.596253 0.747380 -0.98 0.62 0.13
C -0.959869 2.750127 1.459050 0.38 -0.64 0.09
C -2.107610 3.460174 1.571062 -0.12 0.75 -0.27
N -3.059318 2.775432 0.837987 -0.07 -0.12 1.44
C -4.515909 2.976372 0.867487 -1.37 0.70 0.11
C -2.252644 1.004063 -2.261907 1.49 0.62 -1.04
N -1.252750 1.933862 -2.224236 0.06 0.07 -1.99
C -0.838114 2.123346 -3.554947 1.07 1.43 5.47
C -1.600061 1.354219 -4.364580 -1.57 -3.86 -2.60
N -2.413850 0.568637 -3.590371 -0.34 1.21 -0.49
C -3.538113 -0.296150 -4.086537 0.03 1.59 0.18
H -4.656749 -2.457543 1.275575 0.09 0.88 -0.19
H -3.489591 -2.169095 2.451086 0.06 0.79 0.24
H -4.233557 -0.688684 1.609251 0.44 -1.09 0.08
H -1.995618 -3.726107 1.336116 0.23 0.28 -0.49
H -0.413433 -3.529977 -1.046823 -1.39 0.27 0.38
H 0.013440 2.984144 1.868528 -0.18 -0.04 -0.07
H -2.194029 4.443296 2.072816 -0.56 -0.92 -0.54
H -4.838085 2.550852 -0.105134 -0.43 0.87 0.61
H -5.033307 2.384186 1.666603 0.86 0.33 -0.52
H -4.853828 4.068486 1.071046 1.01 -1.83 -0.85
H 0.066238 2.722493 -3.738237 -0.80 -0.25 -0.20
H -1.407823 1.153972 -5.462975 -0.78 0.34 1.43
H -3.582549 0.001499 -5.135840 -0.25 -0.70 -0.04
H -3.229238 -1.343956 -3.931293 -0.76 0.49 0.03
H -4.501573 0.128558 -3.620955 1.43 -1.30 -0.45
C 4.251966 -0.722518 -0.477016 -0.49 1.20 -1.76
Te 2.142283 -1.433194 -0.144996 2.59 -0.01 1.45
C 3.262557 -1.828141 1.887483 0.17 -0.72 -1.66
C 4.737256 -1.375750 1.902210 -3.87 0.10 -0.33
C 5.553335 -1.499762 3.038510 2.33 -0.55 0.65
C 6.849266 -0.963861 2.966009 -1.82 -2.50 3.39
C 7.157597 -0.173866 1.913113 1.78 0.68 -0.65
C 6.314299 -0.017686 0.805096 -1.27 0.38 -0.59
C 5.096612 -0.667382 0.757339 1.41 0.73 -1.14
H 4.239889 0.250854 -1.075457 0.06 -1.27 0.98
H 4.678309 -1.484478 -1.157519 -0.33 0.26 0.30
H 3.203250 -2.921917 1.773810 0.09 0.19 0.76
H 2.598769 -1.424787 2.630040 0.12 -0.08 0.66
H 5.276015 -2.155634 3.875746 -0.06 0.50 -0.39
H 7.539864 -1.239387 3.801185 -0.48 0.71 -0.96
H 8.143451 0.276034 1.888889 -0.03 0.16 -0.12
H 6.669349 0.691538 0.080250 -0.22 -0.04 -0.62
```
Positions in Å, forces in eV/Å.

## Properties
Highest occupied orbital energy (spin up / spin down)   -16.8032 / -16.7844 eV
Expectation value of S²   2.03
HOMO-LUMO gap (spin up / spin down)   7.80 / 4.37 eV
Largest force on an atom   5.8 eV Å⁻¹
Charge   +3
Spin multiplicity   3
LUMO (spin up / spin down)   -0.331 / -0.456 hartree
ΔE to the lowest compared entry with this formula, charge and spin   0.9147 eV

Record 2
# C5H5NO

An isolated molecule of C5H5NO (the ωB97M-V functional and the def2-TZVPD basis, the Open Molecules 2025 dataset).

Structure (XYZ):
```
12
Properties=species:S:1:pos:R:3:forces:R:3
O 1.035950 1.545172 -1.978034 0.12 -0.23 -0.09
C 0.760289 1.624411 -0.647750 -0.04 0.00 0.38
C -2.021294 -1.331092 0.126363 0.13 -0.01 0.08
C -0.890673 -1.261778 0.780798 0.22 0.02 0.12
N 0.160325 -1.231660 1.414646 -0.58 -0.02 -0.33
C 1.030924 0.718828 0.259497 -0.08 -0.02 -0.06
C 1.157716 -0.240560 1.143627 0.16 0.23 -0.10
H 1.420251 0.675899 -2.158517 -0.04 0.14 -0.03
H 0.286030 2.569049 -0.396814 0.08 -0.12 0.02
H -2.888922 -0.781463 0.472604 0.12 -0.06 -0.01
H -2.096813 -1.929234 -0.774392 0.03 0.04 0.12
H 2.046221 -0.357569 1.757972 -0.13 0.04 -0.11
```
Positions in Å, forces in eV/Å.

## Properties
Highest occupied orbital energy   -9.1118 eV
HOMO-LUMO gap   9.55 eV
Largest force on an atom   0.7 eV Å⁻¹
LUMO   0.016 hartree
ΔE to the lowest compared entry with this formula, charge and spin   3.3806 eV

Record 3
# C4H6O2

An isolated molecule of C4H6O2 in a non-equilibrium geometry (the ωB97M-V functional and the def2-TZVPD basis, the Open Molecules 2025 dataset).

Structure (XYZ):
```
12
Properties=species:S:1:pos:R:3:forces:R:3
C 1.126249 1.285156 0.114181 -0.69 0.51 -0.04
C 0.873780 -0.191449 -0.009940 -0.26 -0.79 -0.29
O 1.717655 -1.063379 0.052509 -0.45 0.73 0.07
C -0.570084 -0.576035 -0.338891 0.86 0.13 -0.14
C -1.622687 -0.275395 0.624478 -0.60 -0.06 0.53
O -1.442671 0.527798 -0.544796 -0.43 -0.40 0.21
H 0.336728 1.780836 0.754804 0.83 -0.48 -0.89
H 1.060911 1.697541 -0.935995 0.05 -0.20 1.18
H 2.105762 1.449096 0.548663 0.14 0.08 -0.12
H -0.654445 -1.408638 -1.038009 -0.11 0.10 0.20
H -2.537614 -0.900821 0.700493 0.70 0.49 -0.36
H -1.354760 0.212976 1.569376 -0.02 -0.10 -0.34
```
Positions in Å, forces in eV/Å.

## Properties
Highest occupied orbital energy   -9.8139 eV
SMILES   CC(=O)[C@H]1CO1
HOMO-LUMO gap   10.71 eV
Largest force on an atom   1.3 eV Å⁻¹
LUMO   0.033 hartree
ΔE to the lowest compared entry with this formula, charge and spin   1.7784 eV

Record 4
# H18O9Xe

A structure of composition H18O9Xe in a non-equilibrium geometry (the ωB97M-V functional and the def2-TZVPD basis, the Open Molecules 2025 dataset).

Structure (XYZ):
```
28
Properties=species:S:1:pos:R:3:forces:R:3
Xe 0.836358 0.229948 -0.426482 0.07 0.01 -0.04
O 0.188468 1.672452 2.955929 0.39 0.98 -0.33
H 0.233629 1.660583 3.911990 -0.01 -0.04 0.16
H -0.042462 0.775205 2.715418 -0.22 -0.49 0.17
O 1.889054 3.695225 -1.884627 -0.18 -0.04 -0.14
H 2.786586 3.375810 -1.977559 0.23 -0.12 -0.03
H 1.929052 4.314811 -1.156103 -0.04 0.15 0.16
O 2.771010 3.127424 2.061031 0.44 0.11 -0.08
H 2.686492 3.944690 1.569943 0.04 0.19 -0.04
H 1.874744 2.800529 2.139036 -0.58 -0.43 0.23
O -2.587798 -0.742898 -0.705959 -0.35 0.61 0.84
H -3.497072 -0.869810 -0.976811 -0.24 0.08 -0.05
H -2.090365 -1.365700 -1.235963 0.40 -0.14 -0.64
O -2.295578 2.313535 -1.297078 -0.10 0.37 -0.22
H -2.213005 1.377754 -1.113444 -0.07 -0.63 0.10
H -1.886881 2.742599 -0.545335 0.09 0.12 0.16
O -0.118372 -2.794525 1.303166 0.00 -0.15 -0.03
H 0.429720 -3.213588 0.639691 0.28 0.06 -0.13
H -0.836457 -3.411187 1.445680 -0.33 -0.14 0.07
O 1.365619 -2.517499 -3.358809 -0.19 0.11 0.11
H 1.956523 -2.483129 -2.606554 0.25 0.17 0.23
H 1.638974 -3.296456 -3.843312 -0.01 -0.20 -0.25
O -1.400522 -2.274762 -2.549553 -0.51 -0.16 0.12
H -0.479116 -2.130807 -2.765253 0.65 0.05 -0.34
H -1.406941 -3.098197 -2.061555 0.02 -0.37 -0.04
O -0.695292 -0.906266 3.223768 -0.27 0.20 0.30
H -0.421509 -1.493564 2.519250 0.19 -0.31 -0.52
H -0.614859 -1.432177 4.019497 0.05 0.01 0.25
```
Positions in Å, forces in eV/Å.

## Properties
Highest occupied orbital energy   -10.3776 eV
HOMO-LUMO gap   10.00 eV
Largest force on an atom   1.1 eV Å⁻¹
LUMO   -0.014 hartree
ΔE to the lowest compared entry with this formula, charge and spin   0.7201 eV